17
Properties=species:S:1:pos:R:3 method="wB97M-V/def2-TZVPD" spin_multiplicity=1 total_energy_ha=-346.9538 smiles="CC(C)CC(=O)O" homo_lumo_gap_ev=11.1 homo_energy_ev=-10.4 relative_energy_ev=1.949
C -1.54 0.06 -0.42
C -0.17 -0.48 0.12
C -0.58 -1.43 1.18
C 0.81 0.60 0.42
C 1.23 1.33 -0.76
O 0.65 2.26 -1.27
O 2.36 0.83 -1.22
H -2.10 -0.75 -0.96
H -1.90 0.72 0.28
H -1.48 0.61 -1.44
H 0.37 -1.03 -0.75
H 0.17 -2.13 1.65
H -1.03 -0.84 1.99
H -1.38 -2.24 0.89
H 1.59 0.27 1.03
H 0.35 1.07 1.34
H 2.64 1.15 -2.08